1.
The molecule C4H7NO2. Source: OMol25; level of theory: ωB97M-V/def2-TZVPD.

Geometry (Å):
O1 1.6464 1.8270 -0.0412
N1 1.4583 0.6403 -0.8201
C1 0.3090 -0.0180 -0.3120
C2 -0.3074 -1.3617 -0.6283
C3 -1.3768 -0.9984 0.4572
C4 -0.5736 0.2567 0.6505
O2 -0.7442 1.2498 1.5437
H1 2.5932 1.8169 0.1522
H2 0.2948 -2.2388 -0.3640
H3 -0.7105 -1.4962 -1.6383
H4 -1.4467 -1.6909 1.3041
H5 -2.3804 -0.8363 0.0522
H6 1.2382 0.9936 -1.7504
H7 -0.0004 1.8561 1.3944

DFT total energy = -361.7440 Ha
SMILES = ONC1=C(O)CC1
Highest occupied orbital energy = -7.91 eV
Energy above the lowest of the compared OMol25 structures with the same formula, charge and spin = 359.3 kJ/mol
Gap between HOMO and LUMO = 0.3197 hartree
2S+1 = 1

---

2.
A cluster of 2 separate species, C4H7NO2 in total at a distorted geometry. Source: OMol25; level of theory: ωB97M-V/def2-TZVPD.

Geometry (Å):
O1 2.2524 0.0367 0.7090
C1 0.8663 0.1267 0.7618
C2 0.1129 1.1752 -0.0844
N1 -1.1756 0.7048 0.0389
C3 -1.1387 -0.6301 -0.4646
C4 0.1393 -1.1260 0.2664
O2 0.5735 -2.2377 0.4493
H1 2.4606 -0.9093 0.7707
H2 0.5544 0.2853 1.8242
H3 0.2953 2.2304 0.1349
H4 -0.0599 0.6978 -2.0159
H5 -1.8790 1.3087 -0.3536
H6 -0.9789 -0.4252 -1.7245
H7 -2.0224 -1.2375 -0.3124

DFT total energy = -361.6879 Ha
Highest occupied orbital energy = -8.87 eV
Energy above the lowest of the compared OMol25 structures with the same formula, charge and spin = 506.5 kJ/mol
Gap between HOMO and LUMO = 0.3233 hartree
2S+1 = 1

---

3.
The molecule C4H7NO2 at a distorted geometry. Source: OMol25; level of theory: ωB97M-V/def2-TZVPD.

Geometry (Å):
O1 -0.6716 -1.1276 1.9407
C1 0.1902 -0.5943 0.9098
C2 0.5664 -1.0566 -0.6066
N1 0.1788 0.0051 -1.5573
C3 -0.1104 1.2209 -0.8120
C4 -0.3814 0.7916 0.6114
O2 -1.0761 1.3712 1.4146
H1 -0.9290 -0.3324 2.4747
H2 1.1627 -0.5979 1.3997
H3 1.6677 -1.0751 -0.6237
H4 0.2501 -2.0219 -1.0116
H5 -0.6165 -0.2611 -2.1242
H6 -0.9720 1.7602 -1.2149
H7 0.7410 1.9178 -0.8005

DFT total energy = -361.8029 Ha
SMILES = O=C1CNC[C@@H]1O
Highest occupied orbital energy = -9.24 eV
Energy above the lowest of the compared OMol25 structures with the same formula, charge and spin = 204.6 kJ/mol
Gap between HOMO and LUMO = 0.3637 hartree
2S+1 = 1

---

4.
The molecule C4H7NO2 at a distorted geometry. Source: OMol25; level of theory: ωB97M-V/def2-TZVPD.

Geometry (Å):
O1 1.7443 1.4158 0.1160
C1 1.1025 0.4941 -0.3091
C2 1.3441 -0.9871 -0.5607
N1 -0.0767 -1.1118 -0.9736
C3 -0.3743 0.3094 -0.6780
C4 -1.2653 0.6393 0.4991
O2 -0.8724 -0.0832 1.6512
H1 -0.5634 0.7007 2.1198
H2 -1.0855 1.7098 0.7229
H3 1.6218 -1.5275 0.3529
H4 2.0635 -1.2203 -1.3543
H5 -0.5845 -1.7363 -0.3552
H6 -0.7180 0.8831 -1.5469
H7 -2.3361 0.5141 0.3158

DFT total energy = -361.7951 Ha
SMILES = O=C1CN[C@H]1CO
Highest occupied orbital energy = -9.58 eV
Energy above the lowest of the compared OMol25 structures with the same formula, charge and spin = 225.0 kJ/mol
Gap between HOMO and LUMO = 0.3812 hartree
2S+1 = 1

---

5.
The molecule C4H7NO2. Source: OMol25; level of theory: ωB97M-V/def2-TZVPD.

Geometry (Å):
O1 1.9108 1.6144 -0.0792
N1 1.8231 0.2529 -0.4141
C1 0.6176 -0.1185 -0.3131
C2 -0.0579 -1.4583 -0.4791
C3 -1.3684 -0.7840 0.0264
C4 -0.6489 0.5819 0.1380
O2 -0.6044 1.0849 1.4508
H1 2.8470 1.8094 -0.2113
H2 0.3387 -2.2454 0.1688
H3 -0.0838 -1.8318 -1.5070
H4 -1.7132 -1.1393 0.9994
H5 -2.1996 -0.8040 -0.6820
H6 -1.0051 1.3390 -0.5768
H7 0.1440 1.6989 1.4794

DFT total energy = -361.7616 Ha
SMILES = O/N=C1/CC[C@H]1O
Highest occupied orbital energy = -9.90 eV
Energy above the lowest of the compared OMol25 structures with the same formula, charge and spin = 313.1 kJ/mol
Gap between HOMO and LUMO = 0.3945 hartree
2S+1 = 1

---

6.
The molecule C4H7NO2 at a distorted geometry. Source: OMol25; level of theory: ωB97M-V/def2-TZVPD.

Geometry (Å):
C1 -1.4600 0.1507 1.2716
N1 -0.3835 0.2926 0.4238
C2 -0.5200 1.1204 -0.7696
C3 0.6247 -0.7352 0.3597
C4 1.6018 -0.9550 -0.7633
O1 1.2407 -1.0193 -1.9085
O2 -1.4742 -0.6206 2.1986
H1 -2.1718 0.9797 1.1311
H2 0.4266 1.6279 -1.0254
H3 -0.7184 0.5655 -1.6872
H4 -1.2588 1.9007 -0.6466
H5 0.2112 -1.7227 0.6132
H6 1.1941 -0.6166 1.3296
H7 2.6877 -0.9680 -0.5269

DFT total energy = -361.8151 Ha
SMILES = CN(C=O)CC=O
Highest occupied orbital energy = -9.61 eV
Energy above the lowest of the compared OMol25 structures with the same formula, charge and spin = 172.7 kJ/mol
Gap between HOMO and LUMO = 0.3753 hartree
2S+1 = 1

---

7.
The molecule C4H7NO2 at a distorted geometry. Source: OMol25; level of theory: ωB97M-V/def2-TZVPD.

Geometry (Å):
O1 -0.1451 -1.1202 2.2200
N1 -1.1102 -0.3380 1.6591
C1 -0.8065 -0.0750 0.4462
C2 -1.1652 0.9909 -0.5740
C3 0.1766 0.6102 -1.2845
C4 0.4050 -0.5559 -0.2864
O2 1.6669 -0.4531 0.6714
H1 0.8305 -0.8595 1.6974
H2 -1.2215 2.0207 -0.1936
H3 -2.0593 0.7977 -1.1745
H4 0.9606 1.3512 -1.1391
H5 0.0991 0.3601 -2.3492
H6 0.4416 -1.5903 -0.6359
H7 2.2645 -1.2248 0.5982

DFT total energy = -361.7161 Ha
SMILES = O/N=C1/CC[C@H]1O
Highest occupied orbital energy = -8.93 eV
Energy above the lowest of the compared OMol25 structures with the same formula, charge and spin = 432.6 kJ/mol
Gap between HOMO and LUMO = 0.3421 hartree
2S+1 = 1

---

8.
The molecule C4H7NO2. Source: OMol25; level of theory: ωB97M-V/def2-TZVPD.

Geometry (Å):
N1 1.8205 0.6016 1.5878
C1 0.6280 0.5903 0.9211
O1 -0.1176 1.5532 0.9183
C2 0.4055 -0.5849 -0.0306
C3 -1.0343 -0.7808 -0.4459
C4 -1.5144 0.1893 -1.4171
O2 -1.2142 -1.1452 -1.8108
H1 1.9451 1.3362 2.2695
H2 2.3289 -0.2539 1.7330
H3 0.9414 -1.5259 0.1343
H4 0.9014 -0.1404 -0.8932
H5 -1.7510 -1.2693 0.2191
H6 -0.7843 0.9315 -1.7396
H7 -2.5551 0.4983 -1.4459

DFT total energy = -361.8221 Ha
SMILES = NC(=O)C[C@H]1CO1
Highest occupied orbital energy = -10.07 eV
Energy above the lowest of the compared OMol25 structures with the same formula, charge and spin = 154.2 kJ/mol
Gap between HOMO and LUMO = 0.3997 hartree
2S+1 = 1

---

9.
The molecule C4H7NO2. Source: OMol25; level of theory: ωB97M-V/def2-TZVPD.

Geometry (Å):
O1 2.6482 -0.3722 1.1778
C1 1.6649 0.0098 1.7510
C2 0.3693 0.3739 1.1029
C3 0.1673 -0.2550 -0.2620
C4 -1.2413 -0.0095 -0.7880
N1 -1.4311 -0.2725 -2.1195
O2 -2.1414 0.3544 -0.0620
H1 1.6697 0.1515 2.8556
H2 -0.4813 0.0764 1.7207
H3 0.3817 1.4630 1.0274
H4 0.9096 0.0441 -1.0049
H5 0.3081 -1.3399 -0.1841
H6 -0.5869 -0.3715 -2.6583
H7 -2.2368 0.1474 -2.5566

DFT total energy = -361.8640 Ha
SMILES = NC(=O)CCC=O
Highest occupied orbital energy = -10.01 eV
Energy above the lowest of the compared OMol25 structures with the same formula, charge and spin = 44.2 kJ/mol
Gap between HOMO and LUMO = 0.3955 hartree
2S+1 = 1

---

10.
The molecule C4H7NO2 at a distorted geometry. Source: OMol25; level of theory: ωB97M-V/def2-TZVPD.

Geometry (Å):
O1 1.4933 -1.6289 0.2992
C1 0.7953 -0.8856 -0.3341
C2 -0.2906 -1.0356 -1.3903
N1 -0.5228 0.4290 -1.3089
C3 0.5046 0.6165 -0.2554
C4 0.0576 0.9996 1.1426
O2 -1.0123 0.1771 1.5695
H1 -0.5316 -0.3902 2.1798
H2 0.9194 0.8110 1.8051
H3 -1.1216 -1.6704 -1.0585
H4 0.0558 -1.3771 -2.3727
H5 -1.4540 0.6308 -0.9587
H6 1.3290 1.2718 -0.5626
H7 -0.2221 2.0521 1.2449

DFT total energy = -361.8003 Ha
SMILES = O=C1CN[C@H]1CO
Highest occupied orbital energy = -9.57 eV
Energy above the lowest of the compared OMol25 structures with the same formula, charge and spin = 211.5 kJ/mol
Gap between HOMO and LUMO = 0.3818 hartree
2S+1 = 1

---

11.
A cluster of 2 separate species, C4H7NO2 in total. Source: OMol25; level of theory: ωB97M-V/def2-TZVPD.

Geometry (Å):
C1 -2.7997 0.8151 -0.1531
C2 0.2550 -0.0774 1.4451
O1 0.0757 -1.0910 0.6171
C3 1.1390 -1.2270 -0.3478
C4 2.0579 -0.1114 0.0383
N1 3.1450 0.2191 -0.4846
O2 1.4324 0.5058 1.1264
H1 -3.6125 1.5459 -0.1705
H2 -3.2228 -0.1894 -0.2457
H3 -2.1200 1.0123 -0.9867
H4 -2.2355 0.8887 0.7794
H5 0.7229 -1.1033 -1.3505
H6 1.6008 -2.2116 -0.2465
H7 3.5617 1.0243 -0.0208

DFT total energy = -361.7709 Ha
Highest occupied orbital energy = -9.95 eV
Energy above the lowest of the compared OMol25 structures with the same formula, charge and spin = 288.6 kJ/mol
Gap between HOMO and LUMO = 0.3934 hartree
2S+1 = 1

---

12.
The molecule C4H7NO2 at a distorted geometry. Source: OMol25; level of theory: ωB97M-V/def2-TZVPD.

Geometry (Å):
C1 -1.3001 -0.7808 0.4677
N1 -0.6527 0.1505 -0.3233
C2 -0.6669 1.5634 0.0666
C3 0.6900 -0.2969 -0.7830
C4 1.6191 -1.0054 0.2092
O1 2.7588 -1.2242 -0.0810
O2 -1.0104 -1.9544 0.5242
H1 -2.2139 -0.4086 0.9440
H2 -0.5524 2.1620 -0.8294
H3 -1.6259 1.8032 0.5260
H4 0.1269 1.7897 0.7798
H5 1.2205 0.5518 -1.2032
H6 0.4516 -1.1070 -1.4797
H7 1.1554 -1.2432 1.1820

DFT total energy = -361.8261 Ha
SMILES = CN(C=O)CC=O
Highest occupied orbital energy = -9.45 eV
Energy above the lowest of the compared OMol25 structures with the same formula, charge and spin = 143.7 kJ/mol
Gap between HOMO and LUMO = 0.3719 hartree
2S+1 = 1

---

13.
The molecule C4H7NO2 at a distorted geometry. Source: OMol25; level of theory: ωB97M-V/def2-TZVPD.

Geometry (Å):
C1 -1.5993 -0.8658 -0.2811
N1 -0.5055 0.0267 0.1009
C2 -0.8273 1.2337 0.7127
O1 -1.9437 1.5304 1.0635
C3 0.8200 -0.1865 -0.2216
O2 1.0505 -1.1170 -1.1749
C4 1.9128 0.4507 0.2599
H1 -2.3878 -0.7558 0.4665
H2 -2.0145 -0.6029 -1.2627
H3 -1.2345 -1.8919 -0.3116
H4 0.0557 1.8781 0.8445
H5 2.6666 0.6875 -0.4871
H6 1.9980 -1.2369 -0.9631
H7 2.0091 0.8499 1.2541

DFT total energy = -361.8139 Ha
SMILES = C=C(O)N(C)C=O
Highest occupied orbital energy = -8.53 eV
Energy above the lowest of the compared OMol25 structures with the same formula, charge and spin = 175.9 kJ/mol
Gap between HOMO and LUMO = 0.3407 hartree
2S+1 = 1

---

14.
The molecule C4H7NO2. Source: OMol25; level of theory: ωB97M-V/def2-TZVPD.

Geometry (Å):
O1 2.2269 -0.0310 0.1969
C1 0.8492 0.0606 0.3911
C2 0.1785 1.2412 -0.3111
N1 -1.2215 0.8130 -0.4418
C3 -1.3125 -0.6467 -0.4953
C4 0.1028 -1.1108 -0.2191
O2 0.6207 -2.1718 -0.4814
H1 2.4032 -0.9624 -0.0182
H2 0.5887 0.0746 1.4646
H3 0.2311 2.1625 0.2771
H4 0.7032 1.4032 -1.2658
H5 -1.7061 1.2708 -1.2007
H6 -1.6736 -1.0712 -1.4408
H7 -1.9720 -1.0031 0.3064

DFT total energy = -361.8323 Ha
SMILES = O=C1CNC[C@@H]1O
Highest occupied orbital energy = -9.21 eV
Energy above the lowest of the compared OMol25 structures with the same formula, charge and spin = 127.4 kJ/mol
Gap between HOMO and LUMO = 0.3684 hartree
2S+1 = 1

---

15.
The molecule C4H7NO2. Source: OMol25; level of theory: ωB97M-V/def2-TZVPD.

Geometry (Å):
N1 -0.1473 2.2427 1.2827
C1 -0.1083 0.8873 1.1411
O1 -0.0290 0.1310 2.0925
C2 -0.2182 0.3925 -0.2915
C3 0.5002 -0.9275 -0.4657
C4 -0.1175 -2.0964 -1.0877
O2 0.7993 -1.2832 -1.8067
H1 0.0339 2.6169 2.1982
H2 -0.0259 2.8513 0.4908
H3 0.2036 1.1156 -1.0003
H4 -1.2844 0.2990 -0.5346
H5 1.3084 -1.1001 0.2432
H6 -1.1532 -2.0323 -1.4224
H7 0.2384 -3.0969 -0.8396

DFT total energy = -361.8287 Ha
SMILES = NC(=O)C[C@H]1CO1
Highest occupied orbital energy = -10.03 eV
Energy above the lowest of the compared OMol25 structures with the same formula, charge and spin = 137.0 kJ/mol
Gap between HOMO and LUMO = 0.4003 hartree
2S+1 = 1

---

16.
The molecule C4H7NO2. Source: OMol25; level of theory: ωB97M-V/def2-TZVPD.

Geometry (Å):
O1 -1.9986 -0.1478 -0.9650
C1 -1.1998 -0.2091 0.1845
C2 0.0179 -1.1213 -0.0247
N1 0.8786 -0.0279 0.4568
C3 -0.2109 0.9558 0.4342
C4 2.0971 0.2135 -0.1120
O2 2.5150 1.3106 -0.4084
H1 -2.7590 0.4177 -0.7837
H2 -1.7835 -0.4727 1.0744
H3 0.0706 -2.0505 0.5483
H4 0.1555 -1.3152 -1.0953
H5 -0.3244 1.5175 1.3661
H6 -0.1352 1.6478 -0.4114
H7 2.6766 -0.7185 -0.2637

DFT total energy = -361.8182 Ha
SMILES = O=CN1CC(O)C1
Highest occupied orbital energy = -9.69 eV
Energy above the lowest of the compared OMol25 structures with the same formula, charge and spin = 164.4 kJ/mol
Gap between HOMO and LUMO = 0.3808 hartree
2S+1 = 1

---

17.
A cluster of 2 separate species, C4H7NO2 in total at a distorted geometry. Source: OMol25; level of theory: ωB97M-V/def2-TZVPD.

Geometry (Å):
C1 2.2772 1.4161 0.7931
C2 1.6768 1.1154 -0.1962
C3 -1.2805 1.3247 -0.3843
C4 -0.4879 -2.7841 0.0032
N1 -0.1777 -0.5153 0.1875
O1 -1.0856 0.4794 0.6645
O2 -0.6795 -1.6556 0.5573
H1 3.3163 1.2383 1.4928
H2 -0.9668 0.7453 -1.3193
H3 -0.6191 2.1816 -0.2814
H4 -2.2629 1.8286 -0.2483
H5 -1.0610 -3.5363 0.4246
H6 1.0138 1.2127 -1.0574
H7 0.3370 -3.0511 -0.6362

DFT total energy = -361.4813 Ha
Highest occupied orbital energy (alpha / beta) = -8.70 / -8.03 eV
Energy above the lowest of the compared OMol25 structures with the same formula, charge and spin = 1049.1 kJ/mol
Gap between HOMO and LUMO (alpha / beta) = 0.3323 / 0.3031 hartree
2S+1 = 1

---

18.
The molecule C4H7NO2. Source: OMol25; level of theory: ωB97M-V/def2-TZVPD.

Geometry (Å):
C1 -1.3730 -0.9482 0.1471
C2 -0.3828 -0.2123 -0.7484
C3 -0.0282 1.1690 -0.1620
N1 1.0565 0.7777 0.7199
C4 1.6513 -0.3932 0.2541
O1 2.6714 -0.9040 0.6316
O2 0.8639 -0.9196 -0.7257
H1 -1.0488 -0.8399 1.1881
H2 -1.4160 -2.0171 -0.0830
H3 -2.3777 -0.5262 0.0487
H4 -0.7199 -0.1456 -1.7862
H5 -0.8994 1.5706 0.3670
H6 0.2996 1.9110 -0.9046
H7 1.7030 1.4778 1.0536

DFT total energy = -361.8782 Ha
SMILES = C[C@H]1CNC(=O)O1
Highest occupied orbital energy = -10.19 eV
Energy above the lowest of the compared OMol25 structures with the same formula, charge and spin = 7.0 kJ/mol
Gap between HOMO and LUMO = 0.4027 hartree
2S+1 = 1